This record from OMol25 describes 10 unconnected molecules or ions with the total composition C34H86N2O18. The level of theory is ωB97M-V with the def2-TZVPD basis set.

Geometry as ORCA input:
```
! wB97M-V def2-TZVPD RIJCOSX def2/J DEFGRID3
* xyz 0 1
O 7.02 -1.15 -0.30
O 2.93 -4.10 1.02
O 1.51 -0.82 -2.84
O 3.66 -0.02 -4.32
O 0.22 -2.54 -4.56
O -1.38 2.79 -2.53
O 2.29 -1.60 2.50
O -2.79 -1.00 -1.28
O 4.07 2.11 -2.44
O -1.94 -1.70 -6.03
O -0.56 -3.11 4.07
O -5.41 1.45 -0.73
O 2.34 -1.87 -0.29
O 2.96 -2.15 -5.94
O 4.43 -0.59 -1.30
O -1.40 1.79 -5.33
O -0.58 2.28 0.28
O 1.97 4.18 -2.40
N -0.64 3.49 1.12
N -1.76 -2.31 4.41
C 3.37 -2.43 2.70
C 0.62 3.56 1.91
C -0.63 5.18 3.40
C 0.67 4.91 2.60
C -2.54 2.61 2.60
C 6.37 -2.11 -1.07
C 0.94 3.33 -2.92
C -2.93 3.98 0.56
C -1.97 3.72 1.72
C -0.34 3.92 -2.45
C 1.82 3.50 0.97
C -3.57 0.19 -1.41
C -3.69 -2.02 5.82
C 0.73 2.40 2.92
C 0.63 -0.89 -1.69
C -4.42 -1.48 4.62
C -2.54 -3.00 5.44
C -1.09 0.40 -5.30
C 4.50 2.13 -3.81
C -4.64 0.33 -0.35
C -3.02 -4.38 5.02
C 2.48 -3.24 -5.20
C 3.15 -3.94 2.44
C 1.04 -2.03 -0.83
C -3.48 -0.79 3.69
C 0.96 -3.44 -5.34
C -2.24 -0.27 -6.07
C -2.39 -1.73 3.20
C -1.29 -0.92 2.46
C -1.86 5.06 2.48
C 5.39 -1.38 -2.00
C -1.70 -3.08 6.72
C 3.69 1.30 -4.75
C -2.87 -2.79 2.20
H -0.50 -2.16 -5.12
H 0.95 -2.98 -1.37
H -3.07 -2.28 1.24
H -2.84 0.98 -1.43
H -4.85 -2.31 4.06
H 2.82 3.71 -2.35
H 2.70 3.76 1.55
H -4.07 0.25 -2.40
H -4.36 -2.56 6.48
H 0.74 0.05 -1.14
H -0.47 -1.60 2.24
H -3.84 -4.46 4.29
H -2.52 1.70 1.98
H -3.30 -5.01 5.86
H 0.70 -4.44 -5.02
H 1.60 4.92 3.18
H 4.90 -2.18 -2.57
H -0.80 2.55 -0.62
H -3.93 4.20 0.92
H -0.68 4.76 -3.08
H -1.83 5.92 1.78
H -1.05 -0.01 -4.28
H 4.14 1.22 -2.03
H 3.21 -1.37 -5.43
H 1.06 -1.44 -3.45
H 5.96 -0.78 -2.74
H -3.80 -3.28 2.49
H 0.96 3.29 -4.03
H 4.34 -2.05 2.25
H -3.96 -0.40 2.78
H -3.56 2.81 2.90
H -5.22 -0.58 -0.14
H 5.54 1.78 -3.87
H 2.66 1.72 -4.73
H -3.26 -1.70 -0.82
H 0.18 -2.51 4.18
H 2.30 -4.22 3.05
H -1.05 2.21 -4.53
H -0.59 6.09 4.00
H -0.88 -3.78 6.58
H -1.25 -2.11 6.97
H 2.58 -2.67 0.23
H 1.74 2.10 3.17
H 4.50 3.18 -4.01
H 0.13 2.50 3.83
H -2.60 4.72 -0.17
H 4.04 1.34 -5.78
H -1.62 -0.52 1.50
H -2.32 -2.26 -6.71
H 0.37 1.49 2.43
H 3.66 -1.12 -1.01
H 0.70 -3.36 -6.42
H -2.15 -4.88 4.59
H -1.94 2.45 3.54
H -0.23 4.25 -1.40
H 0.31 -2.16 -0.01
H -0.14 0.16 -5.81
H 3.59 -2.42 3.78
H 2.33 -4.81 0.75
H 5.82 -2.85 -0.44
H -2.26 -3.43 7.60
H -5.26 -0.86 4.96
H -3.34 -1.15 6.40
H 2.14 -1.39 1.55
H 0.75 5.72 1.87
H 3.03 -0.20 -3.61
H -3.06 2.98 0.13
H -4.11 0.55 0.58
H 3.00 -4.14 -5.54
H -0.73 4.40 4.17
H 1.67 4.13 0.07
H -0.99 -0.06 3.03
H 2.68 -3.13 -4.13
H 1.98 2.50 0.57
H -3.21 -0.09 -5.64
H -2.26 0.01 -7.12
H -2.15 -3.59 2.07
H 4.04 -4.52 2.72
H 6.34 -0.48 -0.10
H -2.19 3.16 -2.14
H -5.87 1.23 -1.54
H -0.43 -0.95 -1.97
H -2.76 5.06 3.10
H -3.01 0.06 4.17
H 7.07 -2.68 -1.69
H 1.03 2.31 -2.53
*
```

Properties
ΔE to the lowest compared entry with this formula, charge and spin in kcal/mol: 0.00
Largest force on an atom in eV Å⁻¹: 2.3
LUMO energy in eV: 0.3
SMILES: CC1(C)CCCC(C)(C)N1O.CC1(C)CCCC(C)(C)N1O.OCCO.OCCO.OCCO.OCCO.OCCO.OCCO.OCCO.OCCO
Kohn-Sham gap in Eh: 0.3168

This record from OMol25 describes a molecular structure, C24H108B15Ca6O6. The level of theory is ωB97M-V with the def2-TZVPD basis set.

Geometry as ORCA input:
```
! wB97M-V def2-TZVPD RIJCOSX def2/J DEFGRID3
* xyz -3 1
Ca 18.04 16.36 2.73
Ca 23.74 14.95 0.56
Ca 22.29 8.56 3.29
Ca 17.64 12.28 0.68
Ca 21.56 11.76 -0.51
Ca 21.04 13.15 3.78
O 25.47 17.96 4.69
O 21.13 9.37 8.43
O 15.63 13.13 6.79
O 26.57 12.29 5.89
O 24.54 8.64 3.02
O 18.47 18.35 7.13
C 26.71 9.46 3.00
C 26.80 7.95 2.91
C 21.32 10.62 7.74
C 21.21 11.74 8.80
C 25.47 12.84 5.14
C 23.13 17.77 4.94
C 20.56 17.65 8.07
C 19.44 19.23 6.66
C 21.55 11.05 10.07
C 21.69 9.54 9.73
C 19.14 17.19 7.77
C 14.80 13.41 8.93
C 23.85 17.24 6.23
C 25.29 9.67 2.34
C 26.25 12.09 7.25
C 24.26 18.33 4.08
C 24.36 13.00 6.16
C 25.24 13.17 7.38
C 20.50 19.15 7.68
C 14.40 13.52 7.40
C 25.45 7.55 3.36
C 16.27 13.71 8.92
C 25.27 17.32 5.95
C 16.75 13.00 7.69
B 17.00 13.85 2.42
B 23.80 12.67 0.09
B 20.13 12.79 1.41
B 22.95 14.45 2.88
B 19.43 10.39 -0.87
B 19.79 15.26 4.06
B 19.55 16.93 0.87
B 23.36 17.38 0.47
B 19.68 8.46 2.93
B 17.17 10.15 1.84
B 21.55 14.22 -1.35
B 21.91 9.40 0.73
B 22.08 10.96 4.03
B 18.79 11.90 5.05
B 16.63 15.68 5.29
H 22.57 18.62 5.34
H 19.48 10.51 0.20
H 21.41 10.23 1.21
H 22.26 10.69 7.20
H 20.03 13.84 1.61
H 18.64 16.85 8.68
H 25.57 13.82 4.69
H 23.80 11.59 0.11
H 19.26 16.42 7.01
H 22.75 9.02 1.27
H 20.22 15.82 3.24
H 19.71 9.44 2.49
H 18.63 11.38 4.11
H 23.72 12.93 -0.95
H 22.47 14.79 -1.39
H 16.39 10.89 1.76
H 21.93 12.52 8.56
H 22.92 13.01 0.62
H 14.59 12.47 9.45
H 20.14 8.52 3.91
H 22.98 17.29 -0.53
H 21.25 16.92 7.65
H 24.17 17.96 3.06
H 21.85 11.40 3.07
H 22.28 9.77 -0.21
H 19.45 12.27 2.06
H 19.80 12.22 5.24
H 22.63 14.52 3.91
H 20.53 16.54 0.64
H 21.33 14.03 -0.31
H 23.03 10.47 3.93
H 25.58 7.39 4.43
H 16.52 14.76 8.75
H 21.50 19.43 7.33
H 17.03 11.96 7.86
H 19.65 17.23 1.90
H 20.80 11.07 10.86
H 21.24 10.32 4.21
H 19.85 11.20 -1.45
H 20.82 17.47 9.11
H 20.12 7.70 2.30
H 23.81 12.07 6.31
H 16.94 9.33 2.50
H 15.70 15.21 5.56
H 17.34 14.94 4.95
H 17.73 14.21 1.72
H 19.35 17.78 0.23
H 20.22 12.18 8.82
H 21.13 8.65 0.68
H 22.76 16.79 1.14
H 25.80 11.11 7.36
H 27.65 7.57 3.48
H 24.39 17.06 0.48
H 19.22 14.43 3.66
H 21.22 8.89 10.46
H 19.87 12.57 0.38
H 19.92 9.47 -1.14
H 17.03 16.17 6.17
H 16.73 13.44 9.87
H 24.82 10.64 2.49
H 16.55 14.67 2.96
H 23.61 13.61 2.71
H 19.05 20.22 6.42
H 18.11 12.75 5.08
H 18.37 10.37 -1.09
H 23.50 17.69 7.16
H 17.67 13.41 7.28
H 20.19 19.68 8.58
H 16.56 16.42 4.51
H 26.94 7.65 1.88
H 25.30 9.41 1.28
H 17.44 13.14 3.10
H 25.67 14.17 7.32
H 25.72 16.33 5.86
H 22.71 9.16 9.66
H 27.11 12.24 7.91
H 27.44 9.92 2.33
H 20.49 14.92 4.81
H 25.78 17.99 6.65
H 16.23 13.29 1.90
H 18.07 10.67 2.14
H 13.55 12.95 7.03
H 25.25 6.63 2.81
H 19.74 18.79 5.70
H 24.56 13.05 8.23
H 24.67 13.06 0.58
H 21.71 13.29 -1.88
H 23.65 16.19 6.42
H 20.65 14.64 -1.76
H 14.19 14.16 9.42
H 18.47 11.20 5.80
H 22.13 14.50 2.19
H 22.15 11.73 4.79
H 17.41 9.71 0.88
H 22.49 11.39 10.51
H 26.89 9.80 4.02
H 19.10 15.93 4.54
H 21.13 12.39 1.53
H 22.54 17.02 4.41
H 18.64 8.17 2.98
H 23.52 15.34 2.67
H 25.13 12.12 4.39
H 20.58 10.79 6.96
H 23.66 13.81 5.97
H 23.31 18.42 0.77
H 24.28 19.41 3.94
H 14.17 14.53 7.07
H 18.78 16.18 0.79
*
```

Properties
Largest force on an atom in eV Å⁻¹: 5.2
LUMO energy in eV: 4.2
Kohn-Sham gap in Eh: 0.1850